Record 1
{
  "formula": "C27H41NO19",
  "method": "wB97M-V/def2-TZVPD",
  "smiles": "Oc1ccc(O)cc1.COCCNCCOC.O=C1OCCO1.O=C1OCCO1.O=C1OCCO1.O=C1OCCO1.O=C1OCCO1",
  "e_lumo_ev": -0.08,
  "gap_ev": 8.797,
  "total_charge": 0,
  "homo_energy_ev": -8.9,
  "symbols": ["O", "C", "C", "C", "C", "O", "C", "C", "H", "H", "H", "H", "H", "H", "C", "O", "C", "C", "N", "C", "C", "O", "C", "H", "H", "H", "H", "H", "H", "H", "H", "H", "H", "H", "H", "H", "H", "H", "O", "C", "O", "C", "C", "O", "H", "H", "H", "H", "O", "C", "O", "C", "C", "O", "H", "H", "H", "H", "O", "C", "O", "C", "C", "O", "H", "H", "H", "H", "O", "C", "O", "C", "C", "O", "H", "H", "H", "H", "O", "C", "O", "C", "C", "O", "H", "H", "H", "H"],
  "xyz": [[6.04317, -2.40338, -1.12082], [4.74989, -2.19351, -1.48101], [4.37899, -1.01691, -2.11149], [3.16818, -0.82753, -2.67562], [2.27057, -1.84528, -2.64228], [1.08258, -1.51903, -3.31874], [2.60942, -3.06449, -2.12158], [3.78179, -3.26018, -1.39287], [6.60135, -1.62532, -1.05250], [5.00726, -0.15095, -1.96385], [2.97519, 0.19229, -2.97416], [0.82570, -0.59430, -3.34078], [1.92010, -3.88687, -2.24384], [4.14195, -4.15221, -0.90199], [-2.52180, 4.84612, 1.36686], [-1.23917, 4.72256, 0.86723], [-0.39650, 3.71160, 1.40638], [1.03774, 3.83636, 0.81615], [1.79461, 5.10079, 0.94358], [2.16426, 5.29519, 2.42390], [3.00821, 6.58462, 2.75356], [3.80333, 6.43037, 3.91595], [4.66493, 7.52667, 4.08712], [-2.40902, 4.95403, 2.44563], [-3.19894, 4.01588, 1.16616], [-2.94605, 5.78036, 0.99905], [-0.75291, 2.73055, 1.09234], [-0.44244, 3.83638, 2.48824], [0.81472, 3.63595, -0.23180], [1.60591, 3.04061, 1.29789], [1.16987, 5.83703, 0.64735], [2.78504, 4.45099, 2.72401], [1.32148, 5.16288, 3.10236], [2.33968, 7.42191, 2.95384], [3.54674, 6.83577, 1.83977], [5.32761, 7.62657, 3.22748], [5.31197, 7.37622, 4.95130], [4.18829, 8.50517, 4.14594], [-8.25153, -1.44240, -2.87818], [-7.12007, -1.87471, -2.90953], [-6.56486, -2.53713, -3.99799], [-5.42463, -3.20441, -3.52516], [-5.07474, -2.49742, -2.24795], [-6.24930, -1.88595, -1.87683], [-5.50386, -4.27880, -3.35932], [-4.60866, -3.05512, -4.23227], [-4.20725, -1.84120, -2.31820], [-4.67598, -3.24034, -1.55718], [3.16325, 0.70208, 1.10923], [4.29537, 1.10294, 0.70214], [4.56596, 1.91410, -0.35130], [5.99049, 2.09187, -0.47322], [6.52762, 0.94237, 0.41527], [5.51580, 0.82518, 1.30931], [6.25059, 1.99700, -1.52748], [6.41380, 3.07329, -0.25940], [7.40218, 1.39046, 0.88692], [6.79804, 0.03690, -0.12797], [-3.48713, -5.47170, -4.91531], [-2.67192, -5.04553, -4.16470], [-2.05740, -3.90184, -4.22642], [-1.14779, -3.76416, -3.09562], [-1.78452, -4.70360, -2.08031], [-2.37522, -5.59770, -2.94343], [-0.17460, -4.14375, -3.40692], [-0.97704, -2.74492, -2.74909], [-2.36192, -4.08666, -1.39176], [-0.94901, -5.07051, -1.48416], [-5.41240, -6.24718, 2.96967], [-5.66181, -5.10624, 2.86260], [-4.90395, -4.15753, 2.25334], [-5.38128, -2.80851, 2.47333], [-6.77336, -3.14348, 2.83338], [-6.79932, -4.50673, 3.23968], [-4.87896, -2.22114, 3.24195], [-5.39259, -2.31174, 1.50318], [-7.45698, -3.03802, 1.99098], [-7.21520, -2.61002, 3.67498], [-2.80718, -1.61814, 0.18372], [-1.64647, -1.37837, 0.49938], [-0.49416, -2.01835, -0.04044], [0.64770, -1.61507, 0.67963], [0.12111, -0.28166, 1.30342], [-1.27221, -0.45294, 1.35690], [1.05209, -2.26317, 1.45715], [1.48315, -1.22985, 0.09505], [0.43252, 0.58370, 0.71837], [0.57026, -0.18069, 2.29143]],
  "lowdin_charge": [0.051, -0.293, -0.040, -0.036, -0.309, 0.015, -0.019, 0.034, 0.078, 0.100, 0.131, 0.104, 0.111, 0.117, -0.127, -0.202, -0.207, -0.205, -0.037, -0.153, -0.220, -0.181, -0.131, 0.083, 0.088, 0.091, 0.108, 0.110, 0.114, 0.097, 0.092, 0.106, 0.101, 0.115, 0.114, 0.081, 0.089, 0.085, 0.144, -0.494, 0.074, -0.148, -0.177, 0.083, 0.138, 0.125, 0.126, 0.122, 0.088, -0.421, 0.048, -0.092, -0.163, 0.059, 0.125, 0.132, 0.139, 0.107, 0.168, -0.604, 0.081, -0.088, -0.156, 0.066, 0.118, 0.111, 0.115, 0.135, 0.184, -0.588, 0.049, -0.105, -0.144, 0.067, 0.134, 0.126, 0.135, 0.134, 0.122, -0.478, 0.026, -0.124, -0.127, 0.085, 0.136, 0.107, 0.111, 0.134]
}

---

Record 2
{
  "formula": "C27H42AsN6S2V",
  "method": "wB97M-V/def2-TZVPD",
  "multiplicity": 2,
  "e_above_lowest_ev": 0.020,
  "e_lumo_ev": [2.35, 2.35],
  "gap_ev": [4.454, 4.507],
  "total_charge": -1,
  "homo_energy_ev": [-2.1, -2.2],
  "symbols": ["V", "C", "C", "N", "C", "S", "N", "N", "C", "C", "C", "C", "C", "C", "C", "N", "H", "H", "H", "H", "H", "H", "H", "H", "H", "H", "H", "H", "H", "S", "C", "N", "C", "C", "C", "C", "C", "C", "H", "H", "H", "H", "H", "C", "C", "As", "C", "C", "C", "C", "H", "H", "H", "H", "H", "H", "H", "H", "H", "H", "H", "H", "H", "H", "H", "C", "C", "C", "C", "N", "H", "H", "H", "H", "H", "H", "H", "H", "H"],
  "xyz": [[0.07977, -1.35333, 0.45636], [2.79537, 0.43424, -4.71082], [3.37123, 0.87848, -3.37386], [3.39536, -0.19642, -2.39575], [2.23778, -0.43968, -1.65085], [2.42990, -1.28693, -0.13604], [1.11316, 0.00116, -2.07575], [0.04176, -0.28821, -1.23881], [-1.16444, 0.25143, -1.69862], [-1.20058, 1.05854, -2.95291], [-2.21655, -0.02189, -0.87950], [-3.58552, 0.40344, -1.03022], [-4.52295, 0.08238, -0.11290], [-4.15649, -0.70043, 1.03598], [-2.85660, -1.08759, 1.14589], [-1.87377, -0.79476, 0.25664], [2.80307, 1.26143, -5.42558], [1.76852, 0.09782, -4.57617], [3.38283, -0.38844, -5.12296], [2.78803, 1.72561, -2.99245], [4.40139, 1.21760, -3.51357], [4.21619, -0.22324, -1.81378], [-0.84525, 0.48378, -3.81433], [-0.54272, 1.93111, -2.88633], [-2.21247, 1.40758, -3.16380], [-3.85394, 0.99881, -1.89475], [-5.54581, 0.41852, -0.24072], [-4.87522, -0.97391, 1.79509], [-2.52195, -1.67483, 1.99413], [0.45864, -5.85348, -0.41634], [0.56116, -4.29877, 0.30753], [-0.09898, -3.35651, -0.27178], [-0.77260, -3.83248, -1.39472], [-1.58256, -3.06916, -2.23529], [-2.18318, -3.70458, -3.30166], [-1.99174, -5.07228, -3.54102], [-1.19247, -5.83341, -2.71404], [-0.58377, -5.19525, -1.63487], [1.15387, -4.11459, 1.19082], [-1.71881, -2.01044, -2.04936], [-2.81689, -3.13231, -3.96675], [-2.47827, -5.53939, -4.38801], [-1.04179, -6.88932, -2.89631], [-0.32222, 3.88741, 3.64887], [0.80713, 3.72751, 2.63736], [0.39533, 2.25244, 1.37311], [1.80196, 2.52794, 0.01326], [2.58049, 3.83693, 0.02970], [-1.13173, 3.08555, 0.44434], [-0.94895, 4.49118, -0.10789], [-0.08387, 4.62976, 4.41525], [-0.53578, 2.94289, 4.15598], [-1.24617, 4.20450, 3.16111], [1.73603, 3.45592, 3.14471], [0.99343, 4.66402, 2.10862], [1.30970, 2.36539, -0.94835], [2.47782, 1.67972, 0.13570], [1.93675, 4.70819, -0.10151], [3.32230, 3.85251, -0.77451], [3.12023, 3.97265, 0.96958], [-1.97413, 3.03637, 1.13847], [-1.37254, 2.37958, -0.35522], [-0.68053, 5.21142, 0.66986], [-1.86863, 4.84901, -0.57985], [-0.16519, 4.51647, -0.86707], [2.04364, -0.84946, 3.55320], [0.69548, -1.56859, 3.46703], [0.81848, -2.98053, 4.05233], [-0.36047, -0.78229, 4.25209], [0.28384, -1.64183, 2.09546], [2.38042, -0.76420, 4.59157], [1.95458, 0.14916, 3.12210], [2.79949, -1.38878, 2.97902], [1.09096, -2.94971, 5.11150], [1.59000, -3.54736, 3.52435], [-0.12998, -3.51195, 3.95070], [-0.07882, -0.69216, 5.30586], [-1.32846, -1.28402, 4.19045], [-0.47333, 0.21402, 3.82102]],
  "lowdin_charge": [0.548, -0.107, -0.290, -0.052, -0.838, 0.615, -0.015, -0.171, -0.389, -0.059, -0.315, -0.063, -0.132, -0.131, -0.184, -0.053, 0.062, 0.051, 0.065, 0.095, 0.104, 0.081, 0.064, 0.063, 0.057, 0.088, 0.082, 0.070, 0.086, 1.062, -0.447, -0.038, -0.264, 0.026, -0.065, -0.097, -0.102, -0.469, 0.070, 0.091, 0.104, 0.097, 0.101, -0.198, -0.472, 1.235, -0.444, -0.180, -0.432, -0.171, 0.059, 0.052, 0.054, 0.054, 0.041, 0.042, 0.027, 0.046, 0.060, 0.058, 0.057, 0.033, 0.053, 0.063, 0.053, -0.073, -0.728, -0.070, -0.064, -0.143, 0.075, 0.047, 0.061, 0.073, 0.066, 0.075, 0.075, 0.069, 0.050]
}